{"formula": "C37H110NO29", "method": "ωB97M-V/def2-TZVPD", "lumo_energy_ha": 0.05862, "charge": -1, "homo_energy_ha": -0.07154, "energy_ha": -3711.85107, "species": ["H", "C", "H", "H", "H", "O", "H", "H", "O", "H", "C", "H", "H", "H", "H", "H", "O", "C", "O", "H", "H", "H", "H", "H", "O", "H", "H", "H", "H", "H", "H", "H", "O", "C", "H", "C", "C", "H", "H", "O", "H", "H", "H", "C", "H", "H", "C", "H", "C", "H", "O", "H", "H", "C", "C", "H", "C", "H", "H", "H", "C", "C", "H", "H", "C", "C", "H", "H", "H", "O", "H", "H", "C", "H", "C", "H", "H", "H", "C", "H", "H", "O", "O", "C", "H", "O", "H", "H", "O", "H", "O", "C", "H", "H", "H", "H", "H", "H", "C", "H", "O", "H", "H", "O", "H", "H", "H", "C", "H", "O", "H", "H", "O", "H", "O", "C", "O", "C", "H", "H", "H", "H", "H", "O", "C", "C", "C", "H", "H", "H", "H", "N", "H", "H", "H", "H", "H", "H", "H", "O", "H", "C", "H", "H", "C", "O", "H", "H", "C", "O", "H", "C", "H", "O", "C", "H", "H", "O", "C", "H", "H", "O", "H", "O", "H", "H", "H", "O", "C", "H", "H", "H", "C", "C", "H", "H", "H"], "positions_angstrom": [[23.282045, -14.054278, 11.048167], [19.652426, -22.287711, 11.315393], [12.466489, -11.625564, 11.745568], [12.632179, -13.243722, 12.623003], [22.351134, -13.352397, 15.683640], [14.119758, -19.755167, 7.948556], [15.543754, -17.648596, 11.374242], [15.222057, -15.337710, 15.429949], [17.194597, -18.841763, 16.603619], [20.858185, -12.811256, 16.453175], [13.533557, -13.149088, 10.600913], [10.833320, -13.484671, 16.222936], [13.324132, -15.089057, 19.360898], [20.822488, -22.734753, 14.368184], [18.533660, -17.280283, 16.920022], [22.019647, -15.630583, 12.603338], [12.280427, -21.429432, 10.585400], [18.108702, -18.213147, 18.811640], [23.645225, -16.544612, 13.264771], [13.256406, -19.567352, 10.354889], [16.878727, -17.625421, 20.181254], [14.749613, -21.763067, 16.570787], [15.780097, -25.267238, 11.923136], [18.682578, -15.804533, 14.825579], [14.096495, -17.412579, 20.461341], [19.536511, -22.941051, 15.615418], [14.440421, -18.026351, 7.065930], [14.259511, -15.171633, 7.198463], [14.813965, -22.519540, 13.005165], [16.716606, -15.707200, 7.236730], [21.232986, -19.872799, 13.957625], [23.160591, -17.342529, 13.041040], [19.477511, -21.551962, 10.161529], [16.914577, -18.517378, 12.853149], [17.469529, -12.465747, 11.540437], [12.988426, -20.512154, 8.504771], [19.731467, -14.915705, 10.250682], [18.484540, -14.429352, 17.182494], [20.628721, -14.902232, 10.869427], [25.105296, -14.613681, 11.704270], [11.895318, -21.302028, 16.442877], [22.892913, -20.029770, 14.406037], [16.385629, -20.354196, 14.015740], [11.494373, -17.728221, 12.922837], [19.266714, -22.094022, 14.186903], [23.132599, -14.680071, 13.534596], [23.776423, -14.949137, 11.426205], [14.331732, -20.139694, 7.094847], [15.797912, -24.474680, 12.671220], [16.219894, -19.108426, 10.794978], [14.481621, -20.915845, 16.207472], [18.144420, -17.333533, 11.300105], [15.583007, -22.633639, 11.496975], [16.713325, -16.119764, 13.864397], [12.578900, -12.707493, 11.675526], [11.246955, -14.147464, 11.158922], [21.452169, -13.689369, 16.199795], [22.196068, -19.090119, 11.804132], [10.639196, -16.133864, 13.488044], [25.642146, -15.393567, 11.545595], [12.327367, -16.899793, 12.078683], [23.080287, -15.413577, 12.730016], [22.273065, -20.987861, 13.254344], [13.883922, -20.545480, 14.189966], [16.284960, -15.437490, 15.209958], [15.027378, -23.238151, 12.213866], [16.612266, -16.063699, 16.039921], [20.837087, -14.340405, 15.578556], [13.330547, -14.336041, 16.732036], [15.091095, -17.960657, 14.555118], [10.601891, -18.175163, 12.484878], [19.487285, -17.809483, 14.008217], [14.370472, -16.149629, 7.666763], [19.936054, -16.742518, 12.747101], [15.819390, -18.651606, 11.699971], [21.353758, -17.213012, 15.867249], [19.044036, -18.655377, 12.082972], [14.204244, -21.096472, 10.194520], [17.246440, -19.909481, 13.516421], [19.246967, -18.824338, 16.914739], [12.650781, -12.678144, 8.842486], [13.319413, -12.325652, 9.434328], [11.263367, -13.195463, 11.281505], [16.161162, -15.304648, 12.696478], [17.589354, -20.647175, 12.790939], [13.752731, -23.560990, 11.676969], [13.586852, -22.171969, 14.961795], [18.059924, -19.211673, 19.245990], [16.901392, -17.596251, 19.221962], [18.911179, -17.598027, 19.218772], [10.987339, -16.890915, 13.964785], [22.237751, -19.936518, 13.539918], [15.607177, -16.275987, 21.096918], [20.396847, -21.738758, 11.892097], [12.817557, -17.455922, 11.279606], [11.021956, -19.229453, 15.710147], [18.534622, -15.100797, 13.422725], [16.852106, -24.199826, 12.706279], [11.171701, -14.464652, 16.559420], [16.182413, -14.218749, 12.788542], [11.932947, -19.376881, 15.974642], [23.786171, -15.688226, 10.625122], [18.699616, -22.350006, 11.841116], [21.952164, -14.448973, 17.261947], [11.041233, -16.592356, 10.717674], [19.126351, -14.368715, 8.637060], [12.030470, -20.025371, 8.321855], [19.777736, -22.984355, 14.553326], [19.105148, -22.029580, 9.416664], [11.536076, -16.000366, 11.288881], [14.018360, -15.698729, 21.612756], [18.530874, -10.664226, 11.268344], [18.873186, -11.217268, 11.974430], [17.379699, -13.455614, 19.245079], [17.515344, -14.392056, 19.082958], [13.251723, -20.600578, 10.007731], [22.295495, -18.158438, 17.592321], [18.240514, -16.054436, 13.861095], [22.729532, -18.336282, 15.569009], [15.339543, -15.948005, 9.581606], [13.643949, -17.813060, 21.207280], [19.293463, -15.905734, 10.123860], [13.365507, -14.214570, 10.444023], [16.659821, -15.622307, 8.191277], [15.532026, -16.346034, 8.585299], [12.601310, -14.787230, 16.059183], [18.626008, -14.461457, 18.262797], [19.319247, -13.664731, 18.532486], [15.741858, -17.373950, 8.881066], [20.283901, -24.784833, 14.102701], [12.779048, -22.092489, 11.068456], [16.340980, -17.539324, 13.814810], [14.737145, -14.227531, 19.891780], [14.587862, -13.068986, 10.865713], [17.225152, -18.620767, 15.669896], [19.065515, -15.445515, 18.425802], [11.409588, -20.961246, 14.853062], [12.319045, -16.429887, 15.126928], [15.988892, -15.350260, 18.474616], [20.032412, -14.343248, 8.953271], [13.436944, -16.315451, 8.204480], [18.259520, -17.910709, 12.217552], [18.363658, -12.834750, 13.061096], [23.043852, -16.792704, 16.054937], [19.060385, -17.155804, 13.247596], [15.399764, -24.947703, 13.987255], [15.077224, -15.383970, 12.613436], [10.549433, -15.301864, 16.243240], [13.573369, -21.088755, 15.082445], [14.422043, -17.134404, 6.711391], [18.895090, -14.322458, 10.620318], [17.937710, -12.051898, 12.433547], [12.813000, -14.379810, 15.070597], [11.217725, -14.306657, 17.976092], [18.356366, -18.300159, 17.261391], [20.136103, -23.229456, 11.056062], [18.125762, -19.836371, 14.156391], [19.527287, -24.217787, 13.936576], [12.182690, -20.704938, 15.577432], [12.121754, -18.506836, 13.356729], [13.111099, -16.371587, 12.621695], [12.818343, -16.224424, 15.920711], [16.856538, -14.528569, 15.397730], [15.057929, -15.573861, 18.404575], [12.901921, -21.456658, 7.967618], [16.134450, -25.387711, 14.421102], [16.701480, -15.505855, 11.771461], [22.522638, -18.907070, 12.688122], [14.573969, -16.131795, 20.780987], [13.911561, -24.132564, 10.922201], [17.206874, -11.547246, 13.065454], [14.939378, -19.189465, 12.052643], [22.312103, -17.580420, 16.234231], [14.378040, -15.216787, 19.607990], [11.114927, -13.396243, 18.262781], [23.207631, -18.444095, 17.681785], [22.883245, -14.492138, 17.032114]], "atomic_forces_ev_per_a": [[-0.11, 0.06, -0.02], [0.45, -0.35, 0.01], [0.30, -0.15, 0.20], [1.40, 0.61, 0.41], [-0.51, 0.39, -0.83], [-0.81, -0.27, 0.06], [-0.17, 0.11, 0.34], [-0.03, 0.11, -0.60], [1.19, -0.10, 1.45], [0.02, -0.06, 0.54], [0.18, 0.54, -0.24], [-0.23, -0.21, -0.91], [-0.09, -0.39, 0.02], [0.30, 0.14, 0.49], [-0.18, 0.46, -0.10], [-0.35, 0.42, -0.51], [-0.74, 0.52, 0.18], [0.32, -0.57, -0.56], [1.60, -1.06, 0.78], [0.07, -0.07, 0.52], [-0.02, -0.10, -0.06], [-0.16, -0.06, -0.28], [-0.55, -0.23, -0.12], [-0.51, -0.61, 0.85], [-0.58, -0.84, -0.14], [0.25, -0.48, 0.22], [-0.20, 0.09, 0.74], [0.58, 0.02, -0.02], [0.21, -0.39, 0.41], [0.28, -0.04, -0.19], [-0.27, 0.41, 0.10], [-0.16, -0.19, -0.19], [0.02, 1.61, -1.68], [-0.76, 1.31, -0.85], [-0.71, -0.77, 0.44], [0.89, 0.42, -0.29], [-0.36, 0.43, -0.68], [-0.73, 0.30, -0.15], [-0.31, 0.01, 0.04], [1.02, 0.35, -0.01], [0.56, -0.64, 0.20], [0.36, 0.96, -0.08], [0.06, 0.43, 0.42], [-0.49, -0.63, 1.84], [-0.68, -0.61, -0.81], [0.18, 0.67, -0.43], [-0.74, 0.10, 0.81], [0.01, -0.10, -0.03], [0.83, 0.52, 1.06], [0.13, -0.57, -0.10], [0.08, 0.76, -0.76], [-0.36, -0.05, 0.07], [0.44, -0.32, -0.30], [-0.18, -0.65, 0.93], [-1.97, -1.80, -0.16], [0.53, -0.33, 0.27], [0.11, 0.08, -1.03], [-0.14, -0.02, -0.05], [-0.26, 0.39, 0.11], [0.03, 0.03, 0.23], [1.32, 0.03, -2.61], [-0.79, 0.24, -0.60], [0.26, 0.04, -1.51], [0.29, 0.27, 0.24], [0.22, -1.25, 0.37], [-0.22, 0.03, 0.54], [-0.01, -0.52, -0.06], [-0.03, 0.15, -0.40], [0.06, -0.41, 0.20], [1.82, 0.65, -2.37], [0.25, -0.25, -0.79], [-0.33, -0.35, 0.14], [-1.00, -1.13, 1.39], [0.21, 0.20, -0.08], [1.17, -0.19, 0.32], [-0.15, -0.36, 0.56], [-0.74, -1.08, -1.19], [0.45, 0.62, -0.22], [-0.12, 0.61, -0.81], [0.38, -0.47, 0.88], [-0.15, -0.26, 0.40], [0.62, -0.30, 0.15], [-0.74, 1.50, -0.65], [-0.60, 0.82, -0.34], [-0.19, 0.07, -0.71], [-0.25, -0.08, -0.23], [-0.52, -0.09, -0.89], [0.69, -0.30, -0.10], [-0.15, 0.41, -1.02], [0.63, -0.43, 0.09], [-0.25, -0.17, 0.23], [-1.17, -2.14, 2.41], [0.34, 0.68, -0.09], [-0.26, 0.04, 0.37], [0.61, -0.71, 0.49], [0.08, 0.50, 0.16], [-0.13, 0.27, -0.93], [0.19, 0.21, 0.16], [1.60, 0.95, 0.20], [0.79, 0.36, 0.56], [0.44, 0.54, -0.44], [-0.55, -0.32, 0.10], [0.25, -0.52, 0.38], [0.35, -0.05, 0.99], [-0.25, 0.24, -0.22], [0.04, 0.35, -1.05], [0.05, 0.46, 0.01], [0.98, 1.21, 0.58], [-0.05, -0.29, 0.37], [-0.59, 0.77, 0.20], [-0.08, 0.13, 0.28], [-0.03, -0.09, 0.11], [3.21, 2.49, -0.69], [-0.47, -0.05, 0.12], [-1.08, 0.62, 0.44], [-0.02, -0.78, -1.17], [-0.10, 1.12, -1.59], [1.28, 1.84, 0.44], [-0.62, -0.24, -0.20], [-0.50, 0.40, 0.15], [0.05, 0.13, 0.01], [0.51, -0.36, 0.11], [-0.11, -0.07, -0.39], [1.07, 0.14, -0.73], [-0.19, 1.43, 2.36], [-0.18, -1.42, -0.59], [1.71, -0.75, -0.47], [0.42, -0.18, -0.06], [0.00, -0.53, -0.92], [-0.08, 0.03, 0.03], [-0.19, -0.52, 0.39], [-0.13, -1.30, 2.14], [0.03, 0.42, 0.43], [0.03, 0.33, 0.10], [-0.56, 0.51, -0.46], [0.37, 0.16, 0.16], [0.18, -0.32, -0.72], [0.03, -0.57, -0.08], [0.17, -0.10, 0.36], [-0.32, -0.60, 0.65], [-0.23, 0.33, 0.63], [0.03, -1.24, 1.32], [0.21, -0.10, -0.27], [-0.06, 0.49, 0.78], [-0.51, 0.90, 0.03], [-0.45, 0.44, -1.12], [-0.11, -0.95, -0.29], [-0.39, 0.20, 0.34], [0.07, -0.33, 2.42], [0.21, -0.54, -3.20], [0.33, 0.13, 0.91], [-2.22, -1.56, 0.38], [-0.29, 0.54, -0.26], [-0.39, -0.93, 0.99], [-2.16, 0.58, -0.10], [-0.39, -0.50, 0.47], [-0.23, 0.28, 0.56], [-0.85, -0.28, -0.43], [-1.04, -0.62, 0.07], [-0.06, 0.01, 0.34], [-0.26, 0.06, 0.23], [-0.07, 2.07, 1.08], [-0.19, 0.54, -0.56], [-1.26, -0.02, 0.31], [0.28, -0.35, 0.42], [0.19, 0.10, -0.23], [-0.32, -0.32, -0.28], [0.68, 0.33, -1.10], [-0.21, -0.45, 0.12], [-0.20, -0.15, -0.14], [-0.45, 0.04, 0.04], [0.04, 0.11, 0.11], [0.90, -0.76, 0.12], [1.16, 0.61, -1.24], [-0.02, -0.07, -0.48], [0.01, -0.14, 0.39], [0.00, -0.48, 0.71]]}